{"formula": "C3H4", "method": "ωB97M-V/def2-TZVPD", "species": ["H", "H", "C", "H", "C", "H", "C"], "positions_angstrom": [[1.48, -0.23, 1.01], [1.01, -1.22, -0.32], [-0.49, 0.09, -0.09], [1.56, 0.54, -0.52], [-1.75, 0.46, 0.12], [-2.72, 0.45, -0.31], [0.91, -0.09, 0.11]], "smiles": "C#CC", "e_above_lowest_ev": 1.4618, "total_energy_ha": -116.58312, "homo_lumo_gap_ev": 10.44}